Molecular formula: C42H111N7O14
Method: DFT, ωB97M-V/def2-TZVPD

The value obtained for the relative energy (zero: lowest compared OMol25 entry of this formula, charge and spin) is 4.445 eV. The total energy is -84437.6380 eV. The HOMO energy is -8.739 eV. Its spin multiplicity is 1.

XYZ file:
```
174
Properties=species:S:1:pos:R:3:lowdin_charge:R:1
C -4.4661 -3.2247 -1.9930 -0.13
O -5.8205 -3.0252 -2.2932 -0.18
C -6.2883 -1.6808 -2.2508 -0.20
C -7.7120 -1.5870 -1.6729 -0.45
C -8.7889 -2.2240 -2.4907 -0.09
N -8.0681 -0.1861 -1.6411 0.03
H -3.8659 -2.3525 -2.2521 0.08
H -4.0667 -4.1609 -2.3830 0.09
H -4.2377 -3.2993 -0.9298 0.08
H -5.6820 -1.0841 -1.5692 0.12
H -6.2379 -1.2247 -3.2395 0.13
H -7.7188 -2.0414 -0.6822 0.15
H -8.8718 -1.9721 -3.5480 0.08
H -9.7750 -2.2743 -2.0289 0.08
H -8.6277 -3.2970 -2.5945 0.07
H -8.0370 0.2071 -2.5709 0.07
H -7.3462 0.2978 -1.1264 0.07
C -1.8814 7.0458 -1.7014 -0.13
O -2.5625 8.1138 -1.1188 -0.21
C -1.7199 9.0582 -0.4146 -0.19
C -2.4971 10.2981 0.1041 -0.44
C -3.0690 11.0938 -1.0699 -0.06
N -1.7423 11.1794 0.9815 0.04
H -1.4337 7.4153 -2.6240 0.09
H -2.5423 6.1895 -1.8355 0.09
H -1.0343 6.7219 -1.0967 0.08
H -1.3429 8.5092 0.4484 0.12
H -0.9152 9.2906 -1.1121 0.12
H -3.2727 9.8114 0.6954 0.14
H -2.3572 11.6469 -1.6827 0.08
H -3.6964 11.8977 -0.6848 0.07
H -3.6344 10.4443 -1.7382 0.08
H -1.2504 10.7450 1.7492 0.07
H -1.0489 11.6049 0.3829 0.07
C -6.4032 8.0281 5.2809 -0.11
O -5.9819 6.8698 5.9439 -0.20
C -5.3254 5.9310 5.1492 -0.22
C -6.1788 5.1591 4.1140 -0.44
C -6.9703 4.0130 4.7568 -0.06
N -5.4781 4.5945 2.9626 0.03
H -7.2648 7.8912 4.6274 0.09
H -5.4762 8.4460 4.8884 0.09
H -6.6906 8.6487 6.1296 0.09
H -4.4546 6.3969 4.6879 0.11
H -4.9777 5.2590 5.9338 0.12
H -6.8581 5.8526 3.6184 0.12
H -6.2756 3.3935 5.3240 0.07
H -7.4735 3.3820 4.0242 0.08
H -7.5709 4.4342 5.5630 0.08
H -4.8219 3.9115 3.3134 0.07
H -4.9907 5.3080 2.4396 0.07
C 8.2991 -0.6670 -0.2278 -0.12
O 7.2517 -1.0726 -1.0746 -0.19
C 7.8071 -1.7970 -2.1645 -0.23
C 6.6117 -2.5310 -2.7746 -0.20
N 6.2390 -3.6412 -1.8652 -0.07
C 4.9585 -4.1900 -2.1564 -0.22
C 4.5038 -5.0478 -0.9309 -0.19
O 4.3136 -4.1779 0.1926 -0.20
C 3.6948 -4.7691 1.3000 -0.13
H 8.9041 -1.5170 0.0878 0.08
H 7.9437 -0.1674 0.6734 0.09
H 8.9221 0.0332 -0.7843 0.09
H 8.5396 -2.5387 -1.8460 0.12
H 8.1711 -1.1516 -2.9640 0.12
H 6.8984 -2.9459 -3.7409 0.12
H 5.7793 -1.8454 -2.9333 0.12
H 6.2055 -3.2375 -0.9399 0.10
H 4.8889 -4.6800 -3.1275 0.12
H 4.2447 -3.3666 -2.1833 0.11
H 5.1679 -5.8659 -0.6522 0.12
H 3.5335 -5.4871 -1.1627 0.11
H 4.3010 -5.2862 2.0438 0.08
H 2.8622 -5.4237 1.0423 0.09
H 3.3401 -3.9372 1.9085 0.08
C 5.4781 -4.9446 -10.6473 -0.13
O 4.1701 -5.0731 -10.1922 -0.21
C 3.6631 -3.9824 -9.3670 -0.19
C 2.1664 -3.9833 -9.0204 -0.24
N 1.6864 -2.9834 -8.1086 -0.06
C 1.8862 -1.6158 -8.6370 -0.21
C 1.4096 -0.5860 -7.6312 -0.19
O -0.0063 -0.1717 -7.5333 -0.20
C -0.3672 0.5575 -8.6855 -0.13
H 6.0942 -4.8599 -9.7521 0.09
H 5.5266 -4.2242 -11.4639 0.09
H 5.7262 -5.9561 -10.9690 0.09
H 3.9358 -3.0511 -9.8635 0.10
H 4.2281 -3.9493 -8.4355 0.12
H 1.9961 -4.9286 -8.5052 0.12
H 1.5421 -4.0464 -9.9117 0.12
H 0.7095 -3.1902 -7.9567 0.12
H 1.5349 -1.5392 -9.6659 0.11
H 2.9425 -1.3857 -8.7762 0.11
H 2.0234 0.3145 -7.6128 0.11
H 1.6847 -0.9489 -6.6409 0.12
H -0.2610 -0.0759 -9.5662 0.08
H 0.2105 1.4818 -8.6731 0.09
H -1.4193 0.8359 -8.6245 0.09
C 2.6129 4.5819 -11.6215 -0.10
O 3.7296 5.1465 -10.9727 -0.19
C 4.9607 4.7667 -11.5024 -0.26
C 6.1121 5.4474 -10.8029 -0.24
N 6.0733 5.1056 -9.4265 -0.06
C 6.9983 5.8780 -8.5967 -0.20
C 6.8357 5.5220 -7.1141 -0.18
O 5.5801 6.1782 -6.7523 -0.21
C 5.2047 5.9523 -5.4432 -0.14
H 1.7544 5.1495 -11.2624 0.09
H 2.5156 3.5681 -11.2330 0.08
H 2.6641 4.5703 -12.7102 0.09
H 4.9958 5.0509 -12.5542 0.12
H 5.0792 3.6871 -11.4092 0.12
H 5.8969 6.5058 -10.9498 0.12
H 7.0737 5.1959 -11.2504 0.13
H 5.1319 5.2946 -9.1132 0.11
H 6.7355 6.9254 -8.7450 0.11
H 8.0524 5.8732 -8.8740 0.12
H 7.6929 5.8749 -6.5408 0.11
H 6.7323 4.4589 -6.8968 0.12
H 5.9649 6.4216 -4.8187 0.08
H 5.2014 4.8953 -5.1770 0.08
H 4.2379 6.4307 -5.2869 0.09
C -6.0602 -6.4685 7.4950 -0.13
O -6.8010 -7.0740 8.5027 -0.20
C -6.3339 -8.3815 8.8558 -0.21
C -7.4421 -8.9414 9.7710 -0.18
N -6.9723 -10.1488 10.5042 -0.07
C -7.9722 -10.6591 11.4497 -0.21
C -7.2899 -11.4583 12.5942 -0.20
O -8.3845 -11.8862 13.4329 -0.22
C -7.8978 -12.6892 14.5301 -0.10
H -6.1743 -7.1640 6.6635 0.08
H -5.0042 -6.4602 7.7651 0.08
H -6.3541 -5.4492 7.2445 0.09
H -5.3498 -8.3361 9.3221 0.11
H -5.9703 -9.0025 8.0371 0.11
H -8.3063 -9.3006 9.2122 0.11
H -7.8281 -8.1429 10.4045 0.12
H -6.8706 -10.8650 9.7992 0.10
H -8.7301 -11.3042 11.0052 0.12
H -8.5496 -9.8698 11.9311 0.12
H -6.6539 -10.7936 13.1787 0.12
H -6.7512 -12.3574 12.2948 0.11
H -7.1953 -12.0955 15.1150 0.08
H -7.3942 -13.5649 14.1206 0.08
H -8.7158 -13.0867 15.1310 0.08
C 2.0434 1.7740 2.4224 -0.09
C 0.9668 0.7586 2.0215 -0.28
O -0.0564 0.7284 3.0579 -0.11
H 1.6859 2.8036 2.4155 0.07
H 2.9025 1.8588 1.7569 0.06
H 2.5141 1.5895 3.3881 0.07
H 1.2809 -0.2680 1.8330 0.10
H 0.4206 0.9960 1.1087 0.11
H 0.3193 0.4493 3.8961 0.07
C 2.5657 2.5360 10.0746 -0.10
C 1.3569 2.6565 9.1243 -0.31
O 1.0102 1.3367 8.6837 -0.09
H 2.4237 1.8843 10.9367 0.07
H 2.7637 3.5564 10.4027 0.07
H 3.4342 2.0735 9.6057 0.07
H 1.6751 3.2644 8.2774 0.10
H 0.5435 3.2648 9.5197 0.10
H 0.4925 0.9505 9.3939 0.08
C 6.9808 -2.1010 6.2442 -0.09
C 7.9805 -1.4761 7.2221 -0.33
O 9.1344 -2.2919 7.3813 -0.09
H 7.4459 -2.1750 5.2612 0.07
H 6.0976 -1.4646 6.1878 0.07
H 6.7585 -3.0888 6.6478 0.08
H 7.4837 -1.3789 8.1874 0.11
H 8.3400 -0.5085 6.8721 0.10
H 9.4623 -2.5489 6.5164 0.08
```

---

Molecular formula: C42H111N9O12
Method: DFT, ωB97M-V/def2-TZVPD

The value obtained for the relative energy (zero: lowest compared OMol25 entry of this formula, charge and spin) is 6.876 eV. The total energy is -83320.6820 eV. The HOMO energy is -8.264 eV. Its spin multiplicity is 1.

XYZ file:
```
174
Properties=species:S:1:pos:R:3:lowdin_charge:R:1
C -0.2426 -0.1712 -2.2082 -0.04
O 1.0229 0.1784 -1.3974 -0.20
C 0.7899 1.0913 -0.2952 -0.23
C 2.0754 1.7387 -0.0328 -0.49
C 2.1112 2.6647 1.1513 -0.08
N 2.5958 2.4962 -1.2010 0.06
H 0.1692 -0.6822 -3.0785 0.07
H -0.5921 0.7188 -2.7315 0.08
H -0.9734 -0.8531 -1.7734 0.08
H 0.0812 1.8801 -0.5474 0.13
H 0.3925 0.5501 0.5634 0.13
H 2.7620 0.9640 0.3087 0.14
H 1.5083 3.5563 0.9792 0.09
H 3.1398 2.9388 1.3854 0.08
H 1.6848 2.0612 1.9526 0.08
H 3.1923 1.9182 -1.7755 0.07
H 3.2184 3.1541 -0.7541 0.05
C 0.2412 -0.5010 11.1790 -0.10
O 1.2224 0.3655 10.6505 -0.18
C 2.0819 -0.2087 9.7098 -0.24
C 3.3197 -0.9276 10.2295 -0.44
C 4.3087 0.1189 10.7531 -0.06
N 3.9954 -1.6873 9.2060 0.03
H 0.6431 -1.4228 11.5997 0.08
H -0.4813 -0.7288 10.3953 0.09
H -0.2324 0.0786 11.9714 0.09
H 1.5003 -0.9145 9.1167 0.11
H 2.2553 0.5196 8.9176 0.13
H 3.0533 -1.6297 11.0196 0.13
H 3.8498 1.0945 10.9133 0.07
H 5.1170 0.4027 10.0791 0.07
H 4.7881 -0.2550 11.6578 0.07
H 4.9379 -1.9556 9.4507 0.07
H 3.5246 -2.5786 9.1420 0.07
C 4.1949 -4.6269 -6.3725 -0.09
O 4.3559 -4.7731 -7.7538 -0.19
C 3.2999 -4.8244 -8.5921 -0.28
C 3.6596 -4.6462 -10.0567 -0.35
C 2.4535 -4.9475 -11.0927 -0.05
N 4.5959 -5.7561 -10.4977 0.02
H 5.1478 -4.8458 -5.8906 0.09
H 3.4302 -5.3426 -6.0706 0.09
H 3.8266 -3.6161 -6.1971 0.09
H 2.9726 -5.8638 -8.5682 0.12
H 2.4296 -4.2738 -8.2349 0.13
H 4.1542 -3.6780 -10.1348 0.13
H 2.7667 -5.1161 -12.1230 0.07
H 1.7637 -4.1040 -11.1237 0.06
H 1.7323 -5.6543 -10.6823 0.07
H 4.7315 -5.5311 -11.4729 0.05
H 5.5124 -5.5802 -10.1114 0.06
C -2.3284 5.5361 7.0141 -0.12
O -2.2714 4.6875 5.8805 -0.19
C -3.3354 5.0303 4.9794 -0.20
C -4.5033 4.0161 4.7908 -0.47
C -4.0269 2.6261 4.5450 -0.08
N -5.2499 4.3832 3.6094 0.04
H -2.1644 6.5909 6.7936 0.08
H -1.4853 5.1538 7.5896 0.09
H -3.2843 5.4929 7.5362 0.09
H -3.6442 6.0729 5.0551 0.12
H -2.7453 5.0388 4.0630 0.12
H -5.0214 3.9883 5.7494 0.13
H -3.1119 2.4007 5.0927 0.08
H -3.9354 2.3353 3.4985 0.09
H -4.7595 1.9715 5.0171 0.08
H -5.9092 3.6228 3.5250 0.07
H -5.6772 5.2820 3.7816 0.07
C -0.6125 -8.9375 -3.6940 -0.11
O -1.0911 -9.4791 -2.4818 -0.23
C -1.1987 -10.9322 -2.3657 -0.16
C 0.2391 -11.5103 -2.1884 -0.47
C 0.1831 -13.0577 -1.9335 -0.05
N 0.6916 -10.8212 -1.0404 0.03
H -0.1888 -8.0409 -3.2415 0.09
H -1.4388 -8.6460 -4.3423 0.08
H 0.1983 -9.5069 -4.1484 0.08
H -1.6378 -11.1286 -1.3875 0.12
H -1.7720 -11.4053 -3.1630 0.12
H 0.8196 -11.3708 -3.1003 0.12
H -0.5918 -13.5431 -2.5268 0.07
H 0.0012 -13.2253 -0.8720 0.07
H 1.1797 -13.4531 -2.1303 0.07
H 0.5866 -9.8238 -1.1597 0.07
H 1.6865 -10.9915 -1.0049 0.08
C 8.0044 -1.2859 2.3696 -0.12
O 7.1570 -2.2626 1.8350 -0.18
C 7.1572 -3.4526 2.5412 -0.22
C 6.0281 -4.4373 1.9481 -0.40
C 4.6094 -3.8360 2.0604 -0.06
N 6.0754 -5.7467 2.5567 0.02
H 9.0378 -1.6323 2.3560 0.09
H 7.8278 -1.0306 3.4145 0.08
H 7.8040 -0.3619 1.8271 0.09
H 8.1622 -3.8573 2.6609 0.11
H 7.0551 -3.2855 3.6134 0.11
H 6.3414 -4.6341 0.9228 0.13
H 4.4595 -3.1218 1.2507 0.07
H 4.3180 -3.3992 3.0156 0.08
H 3.9406 -4.6105 1.6850 0.07
H 5.1252 -6.0810 2.6302 0.06
H 6.4257 -5.6498 3.4990 0.06
C 7.8961 5.8378 -5.3732 -0.08
O 8.2334 4.8241 -6.3445 -0.20
C 7.1016 3.9565 -6.6086 -0.23
C 7.6326 2.6847 -7.1570 -0.23
N 8.7790 2.1595 -6.4413 -0.06
C 8.3205 1.2345 -5.4722 -0.23
C 9.5268 0.4032 -4.9708 -0.20
O 10.1765 1.3652 -4.1428 -0.21
C 11.4758 0.9342 -3.7113 -0.11
H 8.3774 6.7988 -5.5547 0.08
H 8.1415 5.4163 -4.3984 0.09
H 6.8358 6.0336 -5.5324 0.08
H 6.3440 4.4098 -7.2479 0.12
H 6.5354 3.7350 -5.7039 0.11
H 8.0533 2.8782 -8.1438 0.11
H 6.8556 1.9496 -7.3665 0.12
H 9.4894 2.8174 -6.1538 0.12
H 7.7800 0.4987 -6.0677 0.11
H 7.6962 1.6424 -4.6773 0.12
H 10.2168 0.0602 -5.7417 0.12
H 9.1716 -0.3855 -4.3075 0.12
H 12.2222 0.8305 -4.4988 0.09
H 11.3930 0.0981 -3.0169 0.08
H 11.8453 1.6323 -2.9601 0.08
C -2.4941 11.9842 1.7848 -0.16
O -3.4997 12.0536 0.8377 -0.16
C -4.5345 12.8669 1.3260 -0.22
C -5.5913 12.8966 0.2027 -0.20
N -6.7953 13.7064 0.4700 -0.05
C -6.4357 15.0881 0.4977 -0.25
C -7.6021 16.0251 0.3060 -0.24
O -8.2654 15.7164 -0.9181 -0.22
C -8.6063 16.8494 -1.7218 -0.08
H -2.5350 11.1682 2.5063 0.09
H -2.1836 12.8487 2.3716 0.09
H -1.5643 11.7846 1.2520 0.09
H -4.2411 13.8033 1.8007 0.12
H -5.0337 12.2408 2.0655 0.12
H -5.9360 11.8821 0.0024 0.12
H -5.2632 13.1005 -0.8166 0.11
H -7.5025 13.5007 -0.2211 0.11
H -5.7598 15.4333 -0.2847 0.12
H -5.9696 15.3813 1.4385 0.12
H -7.2974 17.0669 0.4055 0.11
H -8.3291 16.0097 1.1180 0.12
H -9.2947 17.3940 -1.0757 0.08
H -9.2085 16.4354 -2.5305 0.09
H -7.6876 17.4085 -1.8995 0.09
C -10.9373 -9.0647 0.8573 -0.10
O -11.4665 -7.7728 1.0643 -0.21
C -11.7036 -7.4005 2.3899 -0.23
C -10.6439 -6.3738 2.7681 -0.17
N -10.6379 -5.1887 1.8331 -0.03
C -9.2858 -4.8609 1.4128 -0.23
C -8.6494 -5.7650 0.3774 -0.22
O -9.4648 -6.2706 -0.7214 -0.19
C -8.7571 -7.2916 -1.4585 -0.10
H -9.9040 -9.0478 1.2038 0.09
H -10.9499 -9.2802 -0.2111 0.08
H -11.5134 -9.8371 1.3669 0.08
H -11.9457 -8.2408 3.0406 0.12
H -12.6681 -6.8969 2.3241 0.12
H -9.6908 -6.8953 2.6800 0.10
H -10.7808 -6.0871 3.8107 0.11
H -11.1499 -5.4224 0.9944 0.09
H -8.5679 -4.7715 2.2281 0.12
H -9.2450 -3.8220 1.0854 0.11
H -8.2112 -6.5665 0.9721 0.10
H -7.7249 -5.3102 0.0219 0.12
H -9.4698 -7.9939 -1.8910 0.08
H -8.2161 -7.9292 -0.7592 0.08
H -8.1036 -6.8357 -2.2023 0.09
```